Record 1
{
  "formula": "C12H12O",
  "method": "ωB97M-V with the def2-TZVPD basis set",
  "elements": ["C", "C", "C", "C", "C", "C", "C", "C", "C", "C", "C", "C", "O", "H", "H", "H", "H", "H", "H", "H", "H", "H", "H", "H", "H"],
  "xyz": [[-1.7122, -1.4838, 0.7548], [-0.3277, -1.9927, 0.8924], [0.7978, -1.3338, 0.5354], [2.0961, -1.9164, 0.7573], [3.2360, -1.2601, 0.4678], [3.1968, 0.0535, -0.0962], [2.0223, 0.6630, -0.3384], [0.7617, 0.0079, -0.0491], [-0.3528, 0.6614, -0.3250], [-1.3135, 1.4617, -0.7217], [-2.0542, 2.4059, 0.1860], [-1.7641, 1.4220, -2.1198], [-2.6463, 2.1040, -2.5776], [-2.4206, -2.1337, 1.2643], [-1.9978, -1.4168, -0.2970], [-1.7875, -0.4762, 1.1693], [-0.2182, -2.9764, 1.3302], [2.1270, -2.9098, 1.1826], [4.1984, -1.7131, 0.6519], [4.1267, 0.5448, -0.3359], [1.9757, 1.6504, -0.7734], [-2.0124, 3.4109, -0.2332], [-1.6269, 2.4089, 1.1851], [-3.1023, 2.1144, 0.2383], [-1.2023, 0.7039, -2.7481]],
  "atomic_forces_ev_per_a": [[0.0, -0.2, 0.1], [0.3, -0.1, 0.0], [-0.8, -0.3, 0.2], [0.8, -0.1, 0.0], [-0.3, -0.7, 0.3], [-0.4, 0.6, -0.3], [0.7, 0.2, 0.0], [-0.5, 0.0, 0.0], [0.1, 0.6, -0.5], [-0.1, 0.1, 0.6], [0.1, 0.0, 0.0], [0.3, -0.4, -0.5], [0.0, 0.1, 0.1], [0.0, 0.0, 0.0], [-0.1, 0.1, -0.1], [-0.1, 0.1, 0.0], [0.1, -0.1, 0.0], [0.0, -0.1, 0.0], [0.0, -0.1, 0.0], [0.1, 0.1, 0.0], [0.1, 0.1, 0.0], [-0.1, 0.0, 0.1], [0.0, 0.0, 0.0], [-0.1, 0.0, 0.0], [-0.1, 0.0, -0.1]],
  "mol_weight_g_mol": 172.2,
  "smiles": "C/C=c1/ccccc1=C=C(C)C=O",
  "spin_multiplicity": 1,
  "relative_energy_kcal_mol": 67.6,
  "e_lumo_ev": -0.23
}


Record 2
{
  "formula": "C12H13BCl4NO3",
  "method": "ωB97M-V with the def2-TZVPD basis set",
  "elements": ["Cl", "B", "Cl", "Cl", "O", "C", "C", "C", "C", "C", "Cl", "C", "C", "H", "H", "H", "H", "H", "O", "C", "C", "C", "C", "C", "N", "O", "H", "H", "H", "H", "H", "H", "H", "H"],
  "xyz": [[-3.0242, -2.3759, -2.1275], [-2.9830, -0.7364, -1.2338], [-1.9957, 0.6248, -2.1901], [-4.6746, -0.0755, -0.8835], [-2.2067, -1.0199, 0.0343], [-2.1498, -0.1588, 0.9930], [-1.6194, -0.5182, 2.2746], [-1.4201, 0.4396, 3.2922], [-0.8357, 0.0740, 4.5081], [-0.4662, -1.2653, 4.7389], [0.2874, -1.7080, 6.2233], [-0.7201, -2.2336, 3.7463], [-1.2897, -1.8824, 2.5342], [-2.5677, 0.8382, 0.8187], [-1.7253, 1.4649, 3.0711], [-0.6496, 0.8111, 5.2817], [-0.4635, -3.2760, 3.9244], [-1.4959, -2.6280, 1.7623], [3.1764, 1.5777, -2.1325], [2.6766, 1.2376, -1.0987], [1.8255, 3.1778, -0.4673], [2.4459, 4.3314, -1.1944], [1.2834, 4.8078, -2.1439], [0.1691, 3.7572, -2.0665], [0.6395, 2.8673, -0.9941], [2.2034, 0.6174, -0.1742], [2.1564, 2.9287, 0.5922], [2.7405, 5.0767, -0.4427], [3.3611, 4.0211, -1.7564], [0.8779, 5.7331, -1.7418], [1.6682, 4.9282, -3.1608], [-0.7956, 4.0755, -1.6406], [0.0254, 3.2834, -3.0569], [0.1499, 1.9831, -0.7990]],
  "atomic_forces_ev_per_a": [[0.0, 0.6, 0.1], [1.0, -0.2, 0.5], [-0.2, -0.5, 0.2], [0.1, -0.1, 0.0], [-0.8, -0.5, -1.3], [0.3, 0.9, 1.5], [-0.4, -0.3, -1.2], [0.3, -0.1, 0.5], [-0.2, -0.2, -0.5], [-0.6, 0.5, -1.2], [0.1, -0.1, 0.3], [0.0, 0.0, -0.1], [0.3, 0.2, 0.4], [0.2, -0.2, 0.1], [0.2, -0.2, 0.3], [-0.1, 0.0, -0.1], [0.0, 0.2, 0.1], [0.1, 0.3, 0.3], [-0.3, -1.4, 1.2], [-0.6, 0.6, 0.9], [2.3, -0.2, 1.5], [-0.4, -0.2, 0.0], [0.5, 0.3, 0.6], [0.1, -0.7, 0.7], [-1.8, -1.3, -0.5], [1.4, 0.3, -2.3], [-1.0, 0.3, -1.4], [0.0, 0.1, -0.5], [-0.7, 0.2, 0.3], [0.2, 0.3, -0.3], [-0.3, 0.2, 0.2], [0.1, 0.6, -0.9], [0.0, -0.2, 0.7], [0.3, 0.8, -0.1]],
  "mol_weight_g_mol": 371.9,
  "charge": -1,
  "spin_multiplicity": 1,
  "relative_energy_kcal_mol": 36.6,
  "e_lumo_ev": 1.04
}


no.,gap between HOMO and LUMO (eV),total energy (eV)
1,7.44,-14683.4670
2,2.53,-71056.3317